Entry 1:
{"formula": "C6H10O", "method": "ωB97M-V/def2-TZVPD", "species": ["C", "C", "C", "C", "O", "C", "C", "H", "H", "H", "H", "H", "H", "H", "H", "H", "H"], "positions_angstrom": [[-1.17443, 0.00031, -1.42702], [-1.25392, -0.12861, 0.09157], [-0.27834, -1.16111, 0.69694], [1.03471, -0.44646, 0.99211], [1.78417, -0.14762, -0.21351], [1.53620, 1.23605, 0.06027], [0.74649, 1.01339, 1.31406], [-1.65414, 0.92494, -1.76683], [-1.68658, -0.83858, -1.91165], [-0.13589, -0.00511, -1.77537], [-2.28230, -0.32748, 0.40561], [-0.67852, -1.57250, 1.63032], [-0.09197, -2.00336, 0.01695], [1.65660, -0.95050, 1.74463], [1.05937, 1.77185, -0.77404], [2.44451, 1.79285, 0.34471], [-1.02596, 0.84194, 0.57125]], "de_lowest_ev": 4.455, "max_force_ha_per_bohr": 0.0078, "homo_ev": -8.9, "e_tot_ha": -309.6787, "orbital_gap_ev": 8.780}

Entry 2:
{"formula": "C27H56Cl20O3SSi", "method": "ωB97M-V/def2-TZVPD", "species": ["C", "Si", "C", "C", "C", "C", "C", "O", "S", "O", "O", "C", "H", "H", "H", "H", "H", "H", "H", "H", "H", "H", "H", "H", "H", "H", "H", "H", "Cl", "C", "C", "Cl", "H", "H", "H", "H", "Cl", "C", "C", "Cl", "H", "H", "H", "H", "Cl", "C", "C", "Cl", "H", "H", "H", "H", "Cl", "C", "C", "Cl", "H", "H", "H", "H", "Cl", "C", "C", "Cl", "H", "H", "H", "H", "Cl", "C", "C", "Cl", "H", "H", "H", "H", "Cl", "C", "C", "Cl", "H", "H", "H", "H", "Cl", "C", "C", "Cl", "H", "H", "H", "H", "Cl", "C", "C", "Cl", "H", "H", "H", "H", "Cl", "C", "C", "Cl", "H", "H", "H", "H"], "positions_angstrom": [[-1.70816, -1.07388, 2.08815], [-1.62668, -1.78242, 0.34837], [-0.81788, -3.47747, 0.38652], [-0.60246, -0.62648, -0.70203], [-3.35695, -1.98537, -0.41672], [-3.83005, -0.74790, -1.18868], [-5.16446, -0.99684, -1.91662], [-5.67718, -2.33628, -1.72906], [-5.90876, -2.84864, -0.24800], [-7.07200, -2.24869, 0.32817], [-5.86965, -4.27580, -0.35329], [-4.44327, -2.30411, 0.61807], [-1.73737, 0.01965, 2.02879], [-2.62137, -1.39177, 2.60252], [-0.83093, -1.39876, 2.65362], [0.15259, -3.42699, 0.88669], [-1.48429, -4.15689, 0.93271], [-0.69667, -3.90109, -0.61199], [-0.52502, -0.94072, -1.74899], [-1.01391, 0.39099, -0.69413], [0.42023, -0.55364, -0.31440], [-3.31052, -2.86944, -1.06307], [-3.05815, -0.40546, -1.88062], [-4.00007, 0.04109, -0.44415], [-5.91783, -0.25608, -1.63036], [-5.03089, -0.90324, -2.99584], [-4.18619, -3.11302, 1.30045], [-4.71413, -1.40826, 1.18744], [-3.40767, -6.67610, -4.46771], [-3.56023, -7.45729, -2.86960], [-3.92697, -6.47326, -1.79115], [-2.60307, -5.32828, -1.43835], [-2.61763, -7.95480, -2.65461], [-4.34425, -8.20740, -2.95810], [-4.13467, -7.00439, -0.86394], [-4.80370, -5.88690, -2.05350], [2.44532, 1.43350, 0.11130], [2.41466, 2.53513, -1.28422], [1.19980, 2.29016, -2.14100], [1.26115, 0.70231, -2.94944], [3.33701, 2.39391, -1.84250], [2.39169, 3.55098, -0.88880], [1.13134, 3.04951, -2.91848], [0.29254, 2.31531, -1.54130], [3.68161, 4.49300, 1.95396], [2.54532, 4.63521, 3.32209], [1.54746, 3.50750, 3.35745], [0.41245, 3.60331, 1.98540], [2.02946, 5.58672, 3.23853], [3.13667, 4.62929, 4.23670], [0.95558, 3.57111, 4.26899], [2.03588, 2.53608, 3.31476], [-0.20636, -3.14190, -7.80284], [-0.01280, -4.19618, -6.37322], [-0.40728, -3.49014, -5.10279], [0.72805, -2.17603, -4.69763], [1.02348, -4.52318, -6.34463], [-0.65343, -5.06231, -6.52769], [-0.40011, -4.19485, -4.27214], [-1.39993, -3.05694, -5.18874], [0.11997, 6.82396, 4.49822], [-1.47716, 6.15373, 4.92099], [-1.53689, 5.69413, 6.35478], [-0.51079, 4.26475, 6.64914], [-1.68259, 5.33786, 4.23114], [-2.20812, 6.94441, 4.76036], [-2.55794, 5.40905, 6.60276], [-1.21301, 6.47748, 7.03535], [5.78173, 5.19980, -0.69614], [7.05039, 6.44966, -0.78023], [7.27537, 7.10430, 0.55739], [5.88788, 8.11026, 1.05693], [6.75673, 7.17389, -1.53628], [7.96527, 5.95356, -1.10065], [8.14271, 7.76048, 0.50131], [7.44170, 6.36290, 1.33397], [-5.38451, -0.33632, 4.46580], [-6.20787, -1.91341, 4.59970], [-5.30160, -2.97307, 5.17427], [-3.97801, -3.36841, 4.04892], [-6.55673, -2.18760, 3.60623], [-7.06974, -1.77471, 5.25028], [-5.86846, -3.88720, 5.34316], [-4.85340, -2.65760, 6.11306], [8.16669, 5.24407, 3.54020], [9.41244, 3.99821, 3.27736], [10.64248, 4.56682, 2.61810], [10.32682, 5.06981, 0.93481], [8.96876, 3.20970, 2.67426], [9.67337, 3.59227, 4.25336], [11.42342, 3.80906, 2.58293], [11.01497, 5.43424, 3.15705], [3.27951, -1.44830, 2.00031], [4.26828, -2.89976, 2.29536], [3.94764, -4.01262, 1.33052], [2.30356, -4.65247, 1.58542], [4.09647, -3.21084, 3.32301], [5.31149, -2.60780, 2.18406], [4.64645, -4.83475, 1.47742], [4.01019, -3.67595, 0.29861], [-4.23435, 1.08266, -8.01881], [-3.07353, -0.20222, -8.44764], [-3.55679, -1.56799, -8.03587], [-3.58253, -1.75918, -6.26425], [-2.12368, 0.03648, -7.97536], [-2.94929, -0.17232, -9.52893], [-2.87701, -2.32432, -8.42450], [-4.56002, -1.76604, -8.40509]], "smiles": "C[Si](C)(C)[C@@H]1CCOS(=O)(=O)C1.ClCCCl.ClCCCl.ClCCCl.ClCCCl.ClCCCl.ClCCCl.ClCCCl.ClCCCl.ClCCCl.ClCCCl", "max_force_ha_per_bohr": 0.0144, "homo_ev": -9.6, "e_tot_ha": -11179.6877, "orbital_gap_ev": 10.098}